{
  "formula": "C3H4NO",
  "method": "the ωB97M-V functional and the def2-TZVPD basis",
  "molar_mass_g_mol": 70.071,
  "charge": 1,
  "de_lowest_kj_mol": 327.3,
  "multiplicity": 1,
  "elements": ["H", "C", "H", "H", "C", "C", "H", "O", "N"],
  "coordinates": [[0.336, -1.033, -1.457], [-0.542, 1.125, 0.501], [0.612, -1.868, 0.087], [-1.067, 2.043, 0.745], [1.261, 1.164, 0.329], [0.377, -0.819, -0.351], [-1.655, -0.654, 0.307], [1.462, 0.095, -0.230], [-0.783, -0.053, 0.070]]
}